80
Properties=species:S:1:pos:R:3 method="wB97M-V/def2-TZVPD" relative_energy_kcal_mol=0.00 e_lumo_ha="-0.2442 / -0.4090" spin_multiplicity=5 total_charge=+2 homo_lumo_gap_ev="5.47 / 2.20" homo_ev="-12.1 / -13.3"
Os -1.208 3.061 1.943
C -0.223 4.692 3.112
C 0.735 3.839 2.567
C 1.422 2.683 3.244
C 0.500 1.506 3.660
C -0.973 1.597 3.310
C -1.891 2.592 3.855
C -1.524 3.544 4.988
C -0.735 4.773 4.534
C -2.446 2.723 0.450
H -0.407 5.616 2.569
H 1.267 4.236 1.691
H 2.046 2.996 4.101
H 2.130 2.270 2.507
H 0.856 0.604 3.133
H 0.638 1.308 4.731
H -1.472 0.668 3.031
H -2.938 2.255 3.903
H -0.955 3.003 5.754
H -2.458 3.890 5.457
H -1.405 5.646 4.613
H 0.074 4.994 5.252
H -2.899 3.685 0.127
H -3.262 2.085 0.816
H -1.980 2.246 -0.424
P 1.502 -1.193 -2.526
P -0.516 -2.724 -1.346
C 2.114 -2.286 -1.216
C 1.140 -3.074 -0.659
C 2.786 -1.355 -3.832
C 4.081 -1.859 -3.594
C 4.998 -1.995 -4.644
C 4.644 -1.590 -5.939
C 3.407 -0.974 -6.167
C 2.478 -0.875 -5.124
C 1.767 0.511 -1.901
C 0.766 1.130 -1.121
C 0.998 2.386 -0.571
C 2.234 3.009 -0.771
C 3.201 2.405 -1.579
C 2.961 1.176 -2.183
C -0.838 -4.385 -2.146
C -0.046 -4.747 -3.260
C -0.105 -6.037 -3.788
C -0.983 -6.970 -3.225
C -1.802 -6.629 -2.138
C -1.736 -5.331 -1.611
C -1.595 -2.801 0.132
C -2.960 -2.516 -0.060
C -3.826 -2.542 1.030
C -3.343 -2.848 2.306
C -1.991 -3.142 2.486
C -1.106 -3.102 1.406
H 3.172 -2.283 -0.951
H 1.289 -3.915 0.029
H 4.384 -2.141 -2.589
H 5.993 -2.413 -4.450
H 5.341 -1.745 -6.765
H 3.171 -0.574 -7.159
H 1.506 -0.412 -5.313
H -0.179 0.614 -0.961
H 0.200 2.864 0.027
H 2.447 3.967 -0.297
H 4.158 2.886 -1.751
H 3.696 0.727 -2.861
H 0.655 -4.018 -3.682
H 0.544 -6.313 -4.629
H -1.037 -7.970 -3.637
H -2.481 -7.363 -1.692
H -2.362 -5.082 -0.748
H -3.333 -2.292 -1.058
H -4.878 -2.323 0.890
H -4.016 -2.831 3.169
H -1.614 -3.401 3.473
H -0.050 -3.323 1.537
F -2.968 4.582 2.088
B -3.583 5.899 2.520
F -4.718 6.150 1.761
F -3.892 5.723 3.874
F -2.568 6.832 2.288

---

83
Properties=species:S:1:pos:R:3 method="wB97M-V/def2-TZVPD" relative_energy_kcal_mol=0.00 e_lumo_ha=0.0909 total_charge=-1 homo_lumo_gap_ev=5.18 homo_ev=-2.7
Ga -0.895 -0.080 -0.430
C 3.651 0.762 3.703
C 3.076 -0.229 2.736
C 3.473 -1.526 2.530
C 2.612 -2.019 1.521
N 1.732 -1.092 1.168
N 2.022 0.001 1.910
B 1.332 1.367 1.728
N -0.145 1.395 2.184
N -1.154 0.713 1.589
C -2.268 0.957 2.275
C -1.969 1.832 3.333
C -0.624 2.096 3.233
C 0.207 2.961 4.128
C -3.598 0.377 1.974
C -3.872 -0.379 0.832
C -5.139 -0.889 0.602
C -6.166 -0.665 1.506
C -5.907 0.075 2.653
C -4.639 0.587 2.881
N 1.486 1.868 0.270
N 0.932 1.262 -0.815
C 1.369 1.914 -1.894
C 2.201 2.973 -1.489
C 2.248 2.912 -0.117
C 2.996 3.810 0.818
C 1.007 1.594 -3.290
C 0.330 0.430 -3.655
C -0.042 0.216 -4.973
C 0.271 1.143 -5.956
C 0.981 2.285 -5.613
C 1.344 2.504 -4.294
C 2.684 -3.364 0.918
C 2.265 -3.598 -0.389
C 2.350 -4.869 -0.938
C 2.870 -5.925 -0.203
C 3.298 -5.701 1.101
C 3.200 -4.433 1.656
H 4.449 0.279 4.265
H 2.898 1.115 4.411
H 4.067 1.637 3.199
H 4.315 -2.018 2.992
H 1.918 2.130 2.435
H -2.638 2.253 4.066
H -0.430 3.386 4.903
H 0.677 3.780 3.579
H 1.000 2.388 4.612
H -3.112 -0.585 0.096
H -5.315 -1.470 -0.298
H -7.159 -1.057 1.321
H -6.692 0.250 3.380
H -4.459 1.155 3.785
H 2.710 3.699 -2.103
H 3.490 4.591 0.239
H 3.755 3.264 1.380
H 2.324 4.283 1.537
H 0.102 -0.324 -2.914
H -0.588 -0.681 -5.231
H -0.035 0.979 -6.982
H 1.248 3.012 -6.370
H 1.886 3.408 -4.043
H 1.854 -2.781 -0.972
H 2.001 -5.031 -1.950
H 2.929 -6.917 -0.635
H 3.704 -6.516 1.690
H 3.502 -4.278 2.686
C -2.687 2.752 -3.060
O -2.090 1.633 -2.415
C -1.922 1.665 -1.046
O -2.296 2.619 -0.409
H -1.941 3.230 -3.697
H -3.059 3.465 -2.331
H -3.507 2.388 -3.676
C -1.176 -2.977 -3.119
O -0.588 -2.295 -2.042
C -1.606 -1.820 -1.078
C -1.719 -2.878 0.010
H -2.151 -2.540 -3.363
H -1.328 -4.044 -2.898
H -0.512 -2.907 -3.985
H -2.007 -3.829 -0.462
H -2.520 -2.605 0.702
H -0.811 -3.073 0.598

---

83
Properties=species:S:1:pos:R:3 method="wB97M-V/def2-TZVPD" e_lumo_ha=-0.2358 total_charge=+2 homo_lumo_gap_ev=6.99 homo_ev=-13.4
Ti 0.659 0.689 -0.033
O -0.463 3.230 -4.770
C 0.569 2.353 -4.693
C 1.510 2.202 -5.709
C 2.534 1.283 -5.585
C 2.632 0.490 -4.448
C 1.705 0.650 -3.436
C 0.676 1.583 -3.536
C -0.316 1.776 -2.398
O 0.350 1.934 -1.183
N -1.173 0.592 -2.201
N -0.597 -0.326 -1.385
C -0.923 -1.567 -1.399
C -0.321 -2.525 -0.508
Br 1.429 -1.966 0.144
C -0.773 -3.739 -0.167
C -2.099 -4.259 -0.470
C -2.234 -5.633 -0.702
C -3.467 -6.176 -1.007
C -4.591 -5.361 -1.063
C -4.480 -4.003 -0.793
C -3.247 -3.455 -0.492
H -0.433 3.711 -5.604
H 1.433 2.816 -6.599
H 3.258 1.179 -6.380
H 3.422 -0.244 -4.361
H 1.761 0.021 -2.553
H -0.964 2.625 -2.616
H -1.688 0.252 -3.002
H -1.654 -1.939 -2.113
H -0.103 -4.403 0.370
H -1.355 -6.266 -0.668
H -3.557 -7.237 -1.191
H -5.557 -5.790 -1.293
H -5.360 -3.375 -0.799
H -3.181 -2.415 -0.197
N 5.883 4.909 -1.466
C 5.476 3.717 -1.946
O 5.808 3.241 -3.007
C 4.509 2.935 -1.080
C 4.560 1.547 -1.155
C 3.597 0.805 -0.511
N 2.595 1.367 0.197
C 2.589 2.710 0.317
C 3.513 3.520 -0.304
H 6.549 5.431 -2.014
H 5.702 5.210 -0.526
H 5.327 1.075 -1.753
H 3.621 -0.275 -0.571
H 1.801 3.143 0.921
H 3.425 4.594 -0.211
C 0.444 1.601 2.885
C -0.304 1.375 1.599
O -0.605 -0.030 1.330
C -1.439 2.249 1.222
C -2.530 1.740 0.510
C -3.524 2.586 0.046
C -3.449 3.950 0.283
C -2.383 4.462 1.010
C -1.388 3.622 1.475
H 1.406 1.083 2.896
H -0.141 1.235 3.731
H 0.618 2.662 3.044
H -2.630 0.675 0.352
H -4.366 2.174 -0.495
H -4.226 4.610 -0.079
H -2.335 5.521 1.225
H -0.567 4.041 2.043
C 0.990 -2.887 5.522
Si -0.712 -2.847 4.733
C -1.199 -4.528 4.053
C -2.025 -2.105 5.848
C -0.608 -1.687 3.250
C -0.605 -0.894 2.345
H 0.938 -3.431 6.467
H 1.371 -1.887 5.738
H 1.714 -3.400 4.887
H -1.487 -5.185 4.876
H -0.366 -5.001 3.531
H -2.045 -4.461 3.367
H -2.290 -2.812 6.636
H -2.934 -1.873 5.291
H -1.679 -1.190 6.330

---

90
Properties=species:S:1:pos:R:3 method="wB97M-V/def2-TZVPD" relative_energy_kcal_mol=0.00 e_lumo_ha="-0.0048 / -0.0146" spin_multiplicity=2 total_charge=0 homo_lumo_gap_ev="6.45 / 7.99" homo_ev="-6.6 / -8.4"
Cs 0.844 0.549 0.123
C -2.575 1.950 2.546
C -2.751 2.696 1.218
C -1.503 3.354 0.680
C -0.792 4.244 1.480
C 0.322 4.883 0.973
C 0.711 4.611 -0.329
C -0.046 3.712 -1.053
N -1.140 3.092 -0.580
N -2.212 0.540 2.399
C -3.380 -0.200 1.952
C -3.158 -1.655 1.605
C -4.276 -2.479 1.510
C -4.116 -3.790 1.112
C -2.837 -4.247 0.841
C -1.784 -3.362 0.987
N -1.926 -2.088 1.359
C -1.784 0.002 3.684
C -0.452 0.501 4.197
C -0.153 0.343 5.547
C 1.089 0.727 6.014
C 1.998 1.273 5.121
C 1.608 1.409 3.801
N 0.413 1.032 3.340
H -3.508 2.035 3.132
H -1.791 2.435 3.128
H -3.502 3.478 1.365
H -3.149 2.022 0.459
H -1.118 4.433 2.494
H 0.889 5.571 1.585
H 1.602 5.036 -0.767
H 0.280 3.450 -2.053
H -3.788 0.268 1.056
H -4.180 -0.145 2.715
H -5.258 -2.082 1.735
H -4.973 -4.444 1.016
H -2.655 -5.265 0.528
H -0.772 -3.690 0.796
H -1.708 -1.082 3.578
H -2.547 0.196 4.460
H -0.891 -0.084 6.215
H 1.345 0.605 7.058
H 2.984 1.587 5.434
H 2.288 1.831 3.071
C -1.108 2.173 -4.286
C -0.404 1.112 -3.486
N -0.971 0.440 -2.557
N -2.239 0.915 -2.238
C -3.233 0.055 -1.942
N -4.369 0.688 -1.494
S -3.143 -1.594 -2.122
C 1.015 0.760 -3.775
C 1.779 1.523 -4.642
C 3.087 1.148 -4.908
C 3.576 0.002 -4.321
C 2.739 -0.691 -3.451
N 1.503 -0.324 -3.145
H -2.152 1.880 -4.396
H -0.668 2.278 -5.274
H -1.094 3.147 -3.794
H -2.228 1.871 -1.876
H -4.545 1.624 -1.827
H -5.174 0.083 -1.471
H 1.392 2.433 -5.076
H 3.708 1.761 -5.546
H 4.583 -0.345 -4.503
H 3.098 -1.583 -2.947
Cl 6.329 2.255 -0.901
Ge 4.211 1.771 -1.074
Cl 3.479 3.669 -2.438
Cl 3.305 2.623 0.789
C 5.180 -2.314 -0.281
O 5.234 -0.923 -0.643
C 4.203 -0.177 -0.230
O 3.280 -0.630 0.411
H 6.103 -2.750 -0.651
H 4.316 -2.791 -0.746
H 5.109 -2.429 0.800
N 2.836 -6.537 1.008
C 2.262 -5.757 0.391
C 1.544 -4.777 -0.386
C 0.768 -5.152 -1.480
C 0.102 -4.170 -2.182
C 0.241 -2.846 -1.780
N 0.983 -2.485 -0.733
C 1.612 -3.430 -0.048
H 0.697 -6.196 -1.759
H -0.527 -4.412 -3.026
H -0.268 -2.042 -2.296
H 2.202 -3.107 0.803

---

86
Properties=species:S:1:pos:R:3 method="wB97M-V/def2-TZVPD" relative_energy_kcal_mol=6.73 e_lumo_ha="-0.0222 / 0.0072" spin_multiplicity=5 total_charge=0 homo_lumo_gap_ev="5.06 / 6.37" homo_ev="-5.7 / -6.2"
Cr -0.812 0.967 -0.214
Se 1.330 1.055 1.574
P 2.365 -0.078 0.083
Se 1.344 0.032 -1.814
C 2.631 -1.804 0.593
C 2.850 -2.081 1.942
C 3.150 -3.376 2.346
C 3.238 -4.395 1.405
C 3.015 -4.120 0.062
C 2.706 -2.828 -0.344
C 4.073 0.522 -0.158
C 4.849 -0.041 -1.173
C 6.154 0.381 -1.370
C 6.695 1.373 -0.557
C 5.926 1.941 0.447
C 4.613 1.517 0.648
H 2.770 -1.286 2.674
H 3.310 -3.589 3.396
H 3.471 -5.405 1.721
H 3.067 -4.918 -0.671
H 2.510 -2.612 -1.386
H 4.425 -0.808 -1.812
H 6.751 -0.057 -2.162
H 7.717 1.701 -0.710
H 6.341 2.722 1.073
H 4.004 1.960 1.426
S -2.141 2.391 1.009
C -2.291 1.285 2.386
N -2.888 1.795 3.472
N -2.930 1.062 4.609
C -2.033 0.159 5.214
C -2.518 -0.560 6.309
C -1.692 -1.413 7.024
C -0.360 -1.568 6.665
C 0.125 -0.845 5.582
C -0.692 0.012 4.858
N -1.927 0.023 2.292
N -1.420 -0.380 1.108
C -1.228 -1.780 1.071
C -0.846 -2.408 -0.116
C -0.677 -3.786 -0.183
C -0.880 -4.581 0.937
C -1.238 -3.961 2.130
C -1.407 -2.587 2.209
H -3.682 1.359 5.199
H -3.562 -0.450 6.592
H -2.097 -1.965 7.865
H 0.290 -2.231 7.222
H 1.165 -0.944 5.286
H -0.283 0.558 4.025
H -0.656 -1.802 -0.985
H -0.366 -4.238 -1.119
H -0.743 -5.655 0.888
H -1.387 -4.559 3.023
H -1.675 -2.122 3.145
N -0.603 2.537 -1.475
C -1.116 3.364 -2.092
N -1.694 4.309 -2.784
C -1.609 5.726 -2.384
C -0.700 6.477 -3.345
C -1.143 6.267 -4.797
C -1.224 4.776 -5.139
C -2.150 4.057 -4.169
H -1.260 5.780 -1.356
H -2.621 6.133 -2.420
H 0.325 6.116 -3.218
H -0.711 7.537 -3.088
H -0.451 6.770 -5.472
H -2.129 6.725 -4.945
H -0.228 4.329 -5.068
H -1.583 4.627 -6.160
H -2.192 2.983 -4.333
H -3.165 4.452 -4.246
C -4.261 -2.549 -2.073
N -3.012 -2.402 -2.818
C -2.376 -3.426 -3.508
C -1.210 -2.934 -3.959
N -1.165 -1.613 -3.547
C -2.259 -1.282 -2.838
S -2.630 0.210 -2.100
H -4.963 -3.132 -2.664
H -4.667 -1.563 -1.879
H -4.068 -3.045 -1.124
H -2.809 -4.408 -3.601
H -0.415 -3.396 -4.520
H -0.366 -1.003 -3.613

---

Calculated total energy, record by record: -2552.934842; -3859.898363; -5588.359901; -5929.924652; -8779.077038 a.u.
F_max, record by record: 3.22; 1.04; 1.52; 1.17; 1.16 eV/Å